ORCA calculation (wB97M-V/def2-TZVPD) on a cluster of 2 separate species, ClFN2O3 in total at a distorted geometry.

Geometry (Å):
F  0.297  -0.849  -0.248
O  -2.505  -0.884  -0.333
O  0.274  1.111  0.721
Cl  -2.474  1.150  -0.041
N  -2.015  -1.560  0.405
N  0.972  0.528  0.048
O  1.975  0.683  -0.499

Computed properties:
LUMO (alpha / beta)   -1.623 / -1.621 eV
Energy relative to the best compared isomer or geometry (same formula, charge and spin)   160.2 kJ/mol
Strongest force on any atom   0.0554 Eh/bohr
HOMO level (alpha / beta)   -9.7866 / -9.7871 eV

***

ORCA calculation (wB97M-V/def2-TZVPD) on a cluster of 2 separate species, ClFOS in total at a distorted geometry.

Geometry (Å):
O  -1.153  0.418  0.022
Cl  1.980  -0.588  0.001
S  -2.530  -0.171  -0.007
F  1.784  1.042  -0.009

Computed properties:
SMILES   FCl.O=S
LUMO   -2.398 eV
Energy relative to the best compared isomer or geometry (same formula, charge and spin)   434.2 kJ/mol
Strongest force on any atom   0.0216 Eh/bohr
HOMO level   -8.8134 eV

***

ORCA calculation (wB97M-V/def2-TZVPD) on a cluster of 2 separate species, ClFS2 in total at a distorted geometry.

Geometry (Å):
F  -1.648  0.402  -0.631
Cl  1.369  1.167  -0.068
S  -1.050  -1.137  -0.348
S  1.329  -0.431  1.048

Computed properties:
LUMO (alpha / beta)   -2.994 / -2.994 eV
Energy relative to the best compared isomer or geometry (same formula, charge and spin)   224.2 kJ/mol
Strongest force on any atom   0.0587 Eh/bohr
HOMO level (alpha / beta)   -9.5689 / -9.5711 eV

***

ORCA calculation (wB97M-V/def2-TZVPD) on a structure of composition ClFeH12O6 at a distorted geometry.

Geometry (Å):
H  3.465  1.103  1.918
O  -0.945  -0.947  3.180
O  -0.465  -1.241  -3.131
O  2.712  0.991  1.339
H  -0.249  -1.252  -2.199
H  -0.399  3.842  -0.929
H  -3.661  -0.159  0.340
H  1.027  -1.950  -0.756
H  2.353  0.136  1.574
Cl  -0.059  -0.110  0.042
O  -3.382  -0.457  -0.526
H  2.309  -2.756  -0.771
H  -2.426  -0.466  -0.481
O  1.361  -2.840  -0.873
O  -0.315  2.942  -0.615
H  -0.590  -0.170  3.611
H  0.203  -0.680  -3.525
H  -1.201  -0.643  2.309
Fe  1.298  2.184  0.527
H  -1.036  2.473  -1.035

Computed properties:
2S+1   6
LUMO (alpha / beta)   -0.204 / -1.688 eV
Strongest force on any atom   0.0244 Eh/bohr
HOMO level (alpha / beta)   -6.7442 / -10.4181 eV

***

ORCA calculation (wB97M-V/def2-TZVPD) on a cluster of 6 separate species, ClH10O5 in total.

Geometry (Å):
H  -1.433  0.225  3.366
Cl  0.013  -0.067  0.104
O  -3.071  0.124  0.623
H  -0.632  0.494  2.110
O  -0.485  -0.194  -3.243
O  -0.722  0.766  3.023
H  1.668  -1.600  0.502
O  2.428  -2.165  0.644
H  1.927  2.401  -1.549
H  1.919  1.099  -0.777
H  -0.302  0.247  -2.413
H  -3.064  1.081  0.639
H  2.084  -3.054  0.559
H  -0.597  -1.114  -3.005
O  2.450  1.877  -0.943
H  -2.183  -0.119  0.361

Computed properties:
2S+1   2
LUMO (alpha / beta)   0.081 / -6.337 eV
Energy relative to the best compared isomer or geometry (same formula, charge and spin)   26.8 kJ/mol
Strongest force on any atom   0.0098 Eh/bohr
HOMO level (alpha / beta)   -11.9276 / -11.8862 eV

***

ORCA calculation (wB97M-V/def2-TZVPD) on a cluster of 7 separate species, ClH12O6 in total.

Geometry (Å):
H  -1.720  -2.310  -3.689
H  -3.558  1.132  1.442
H  3.270  0.755  -0.769
O  -4.390  1.372  1.850
H  -1.757  -2.394  3.063
O  -0.815  -2.336  3.223
O  3.056  1.171  2.935
H  2.155  1.212  2.614
H  -4.144  1.749  2.694
O  0.219  1.414  -4.004
O  4.066  0.224  -0.759
H  3.879  -0.499  -1.359
H  0.076  1.334  -3.061
Cl  -0.136  0.443  0.275
H  -0.119  2.281  -4.226
H  -0.526  -1.594  2.692
O  -1.752  -2.778  -2.855
H  -1.383  -2.163  -2.221
H  3.580  0.986  2.156

Computed properties:
LUMO   3.196 eV
Energy relative to the best compared isomer or geometry (same formula, charge and spin)   111.8 kJ/mol
Charge   -1
Strongest force on any atom   0.0121 Eh/bohr
HOMO level   -5.0828 eV

***

ORCA calculation (wB97M-V/def2-TZVPD) on a cluster of 8 separate species, ClH14O7 in total.

Geometry (Å):
H  17.479  -19.873  0.610
Cl  16.450  -21.747  -2.209
O  18.748  -22.744  -4.348
O  17.476  -19.352  -0.200
H  18.845  -19.198  -2.957
H  15.794  -24.545  -0.621
O  16.494  -24.217  -0.047
O  14.696  -21.463  0.784
H  13.339  -21.793  -4.698
H  19.352  -23.234  -3.782
H  17.409  -19.680  -3.089
H  14.134  -21.755  -3.396
H  15.346  -21.564  0.069
H  16.172  -24.071  -3.087
H  16.721  -23.347  -0.427
O  15.908  -24.566  -3.881
H  16.887  -19.851  -0.801
O  18.070  -19.112  -3.521
H  18.042  -22.445  -3.741
O  13.229  -21.819  -3.743
H  13.860  -21.347  0.322
H  16.342  -24.091  -4.597

Computed properties:
LUMO   3.485 eV
Energy relative to the best compared isomer or geometry (same formula, charge and spin)   22.7 kJ/mol
Charge   -1
Strongest force on any atom   0.0093 Eh/bohr
HOMO level   -6.8656 eV

***

ORCA calculation (wB97M-V/def2-TZVPD) on a cluster of 10 separate species, ClH18O9 in total.

Geometry (Å):
O  -13.581  -27.902  23.443
H  -11.837  -25.356  23.357
H  -12.766  -28.056  23.956
H  -9.719  -30.092  27.667
H  -8.379  -27.384  25.984
H  -10.249  -29.001  26.739
H  -11.871  -30.102  24.394
H  -9.031  -30.324  23.465
O  -8.737  -31.241  23.346
Cl  -10.313  -28.195  24.374
H  -7.286  -26.807  23.118
H  -11.624  -26.711  25.656
O  -11.958  -25.994  26.223
H  -10.368  -29.975  21.011
H  -10.579  -28.648  21.732
O  -11.049  -24.975  22.959
H  -11.341  -25.270  26.072
O  -10.520  -29.601  27.453
H  -10.378  -25.668  23.048
H  -8.796  -26.995  23.316
H  -6.970  -26.797  26.033
O  -10.488  -29.035  20.848
O  -8.135  -26.460  22.828
H  -13.177  -30.261  23.614
O  -12.615  -30.714  24.256
H  -9.146  -31.526  22.524
O  -7.508  -27.511  26.390
H  -13.555  -26.971  23.204

Computed properties:
LUMO   2.960 eV
Energy relative to the best compared isomer or geometry (same formula, charge and spin)   30.0 kJ/mol
Charge   -1
Strongest force on any atom   0.0076 Eh/bohr
HOMO level   -7.5136 eV

***

ORCA calculation (wB97M-V/def2-TZVPD) on a cluster of 10 separate species, ClH18O9 in total.

Geometry (Å):
H  0.694  0.331  2.517
H  2.306  -1.943  2.337
H  2.003  0.816  -3.207
O  -1.686  1.719  2.358
H  0.373  2.114  -0.438
H  2.428  -1.291  -1.054
O  2.278  0.577  -2.317
H  -1.546  1.224  1.532
H  2.045  -2.653  -0.456
H  -2.748  3.167  -1.045
O  -0.049  -3.152  -0.767
H  -2.859  -1.975  -2.049
H  -0.161  -2.178  -0.704
H  0.895  3.471  0.056
H  -2.509  1.370  2.714
Cl  -0.161  -0.041  0.040
H  -2.226  1.822  -0.552
O  -2.912  -1.034  -2.242
O  1.286  0.591  3.242
H  -2.282  -0.627  -1.627
H  1.233  1.551  3.248
H  -0.934  -3.508  -0.649
H  1.011  -1.731  1.569
O  0.652  3.000  -0.748
O  2.755  -2.194  -0.931
H  1.497  0.749  -1.768
O  -2.873  2.218  -1.153
O  1.489  -2.391  2.094

Computed properties:
LUMO   3.011 eV
Energy relative to the best compared isomer or geometry (same formula, charge and spin)   33.7 kJ/mol
Charge   -1
Strongest force on any atom   0.0090 Eh/bohr
HOMO level   -7.2354 eV

***

ORCA calculation (wB97M-V/def2-TZVPD) on a cluster of 11 separate species, ClH20O14 in total at a distorted geometry.

Geometry (Å):
H  -3.341  -0.035  -0.800
H  3.675  1.495  -1.370
Cl  -0.151  0.138  -1.220
H  -1.776  -0.424  0.728
O  1.073  0.170  3.635
H  0.451  0.190  2.861
O  -1.112  1.198  -1.737
O  -3.756  0.638  -1.336
H  -0.253  2.565  -1.204
H  -0.697  3.680  -0.323
O  0.058  3.393  -0.829
H  -0.008  -3.389  0.116
H  -0.717  1.889  2.452
H  -2.637  -3.027  -0.378
H  -3.094  1.033  -1.834
O  -2.614  -0.947  0.704
H  4.505  0.877  -0.341
O  4.372  0.873  -1.292
O  2.382  1.187  0.639
H  1.781  0.882  -0.061
O  1.281  0.457  -1.638
O  -2.928  -3.041  -1.293
O  -1.474  1.484  2.848
O  0.188  -3.564  -0.781
O  3.398  -1.687  -0.925
H  1.747  1.554  1.252
H  -2.199  1.642  2.248
H  3.062  -1.367  -0.088
H  0.812  0.923  4.170
H  -2.155  -2.765  -1.712
H  3.465  -0.853  -1.402
H  0.104  -2.740  -1.254
O  -0.196  0.098  0.285
O  -0.549  -1.238  -1.731
H  -2.682  -1.284  1.615

Computed properties:
LUMO   2.367 eV
Energy relative to the best compared isomer or geometry (same formula, charge and spin)   155.5 kJ/mol
Charge   -1
Strongest force on any atom   0.0813 Eh/bohr
HOMO level   -7.6995 eV

***

ORCA calculation (wB97M-V/def2-TZVPD) on the ion ClH2NO2P with charge -1 at a distorted geometry.

Geometry (Å):
O  -2.055  1.000  1.185
O  2.015  -0.437  -0.338
H  1.105  1.053  0.403
Cl  -1.793  -1.333  -0.287
H  1.602  -1.082  -0.994
P  -1.487  0.698  -0.178
N  0.612  0.102  0.209

Computed properties:
SMILES   [O-]P(Cl)NO
LUMO   4.010 eV
Energy relative to the best compared isomer or geometry (same formula, charge and spin)   534.5 kJ/mol
Charge   -1
Strongest force on any atom   0.0788 Eh/bohr
HOMO level   -3.1994 eV

***

ORCA calculation (wB97M-V/def2-TZVPD) on a structure of composition ClH2NO2S2 at a distorted geometry.

Geometry (Å):
H  -0.784  -0.347  1.008
Cl  1.945  -0.073  2.714
N  0.037  -0.139  0.584
S  1.114  1.111  1.471
O  0.312  2.059  2.158
H  0.685  -0.223  -1.441
S  -0.199  0.483  -0.926
O  2.065  1.492  0.511

Computed properties:
LUMO   0.294 eV
Energy relative to the best compared isomer or geometry (same formula, charge and spin)   23.1 kJ/mol
Strongest force on any atom   0.1051 Eh/bohr
HOMO level   -9.6260 eV

***

ORCA calculation (wB97M-V/def2-TZVPD) on a cluster of 2 separate species, ClH2NO2Si in total at a distorted geometry.

Geometry (Å):
Si  -0.237  0.536  0.021
O  3.230  -0.065  0.917
H  -0.793  0.048  1.312
H  0.048  -0.483  -0.967
N  2.694  0.596  0.041
Cl  -0.828  2.421  0.206
O  3.280  1.389  -0.681

Computed properties:
LUMO (alpha / beta)   -1.652 / -1.822 eV
Energy relative to the best compared isomer or geometry (same formula, charge and spin)   305.6 kJ/mol
Strongest force on any atom   0.0588 Eh/bohr
HOMO level (alpha / beta)   -8.8288 / -8.2536 eV

***

ORCA calculation (wB97M-V/def2-TZVPD) on the molecule ClH2NO2Si at a distorted geometry.

Geometry (Å):
H  2.103  1.158  -1.702
O  1.328  -1.381  0.518
Si  0.998  0.688  -0.904
O  3.197  -0.540  -0.190
H  -0.284  0.102  -1.239
N  1.983  -0.648  -0.209
Cl  0.690  1.890  0.739

Computed properties:
SMILES   O=[N+]([O-])[SiH2]Cl
LUMO   -0.408 eV
Energy relative to the best compared isomer or geometry (same formula, charge and spin)   56.0 kJ/mol
Strongest force on any atom   0.0300 Eh/bohr
HOMO level   -10.9468 eV